[1]
Entry from the OMol25 dataset: a cluster of 2 separate species, C23H50BrN4O7P3S3 in total (ωB97M-V/def2-TZVPD).

```
91
Properties=species:S:1:pos:R:3:mulliken_charge:R:1
C 0.9949 5.8191 -0.0746 -0.731
C -0.4989 5.8188 -0.4029 -0.510
C -1.2836 4.7565 0.3685 -0.639
O -0.5106 3.5791 0.6074 -0.460
C -0.6891 2.5420 -0.3385 -1.430
C 0.6534 1.8108 -0.4249 -0.110
C 1.0667 1.4051 -1.8358 -0.185
C 0.0786 0.4638 -2.5415 -0.521
O -1.1900 1.0391 -2.6743 -0.248
C -1.4353 1.6654 -3.9274 -0.558
C -2.2835 0.7075 -4.7687 -0.691
O -3.0435 -0.0823 -3.8932 -0.111
C -4.3653 -0.3743 -4.2901 -0.454
C -4.3091 -1.2357 -5.5347 -1.070
N 2.3985 0.7842 -1.8674 0.794
P 3.3927 1.2365 -3.1726 0.193
S 4.7492 -0.0195 -3.6545 -0.314
C 3.0422 0.5124 -0.5973 -0.841
P 4.0391 1.8972 0.2980 0.086
O 3.5098 3.2281 -0.5191 -0.457
Br 6.0165 1.6107 -0.5734 -0.175
C 2.0879 -0.1134 0.4447 -1.262
C 1.9522 -1.6356 0.2999 -0.792
C 1.4649 -2.3801 1.5557 -0.365
C 0.0350 -2.9078 1.4821 -0.054
S -0.2961 -4.1355 2.7584 -0.151
C -0.7919 -3.1156 4.1023 0.202
S -1.6404 -1.7134 3.9934 -0.212
N -0.3614 -3.7190 5.2759 -0.011
C 1.0519 -3.3989 5.5896 -0.447
C 1.3487 -3.6526 7.0584 -0.715
O 0.5406 -2.9008 7.9522 -0.404
C -0.6953 -2.4815 7.3851 -0.220
C -1.2234 -3.5596 6.4596 -0.902
N 0.7283 0.6227 0.5256 0.873
O -0.3058 -0.2799 0.1995 -0.357
P 0.4746 1.1513 2.2895 1.112
N 1.5175 1.9948 2.9964 -0.862
H 1.1638 5.6067 0.9843 0.302
H 1.5280 5.0761 -0.6728 -0.084
H 1.4379 6.7922 -0.2879 0.460
H -0.6468 5.6877 -1.4780 0.266
H -0.9292 6.7883 -0.1411 0.395
H -1.5707 5.1295 1.3530 0.442
H -2.2061 4.4939 -0.1589 0.359
H -0.9319 2.9359 -1.3243 0.819
H -1.5113 1.8863 -0.0346 -0.027
H 1.3799 2.5205 -0.0279 0.040
H 1.0872 2.3526 -2.3949 0.854
H 0.5045 0.1719 -3.5085 0.562
H -0.0162 -0.4644 -1.9840 -0.497
H -1.9266 2.6277 -3.7505 0.333
H -0.4842 1.8422 -4.4447 0.305
H -1.5980 0.0629 -5.3342 0.260
H -2.9234 1.2472 -5.4765 0.627
H -4.9959 0.5204 -4.4063 0.360
H -4.7860 -0.9469 -3.4611 0.272
H -3.5177 -1.9798 -5.4092 0.244
H -5.2327 -1.7838 -5.7393 0.379
H -4.0906 -0.6625 -6.4389 0.310
H 2.3749 1.4417 -4.1163 0.078
H 3.8311 2.5381 -2.8841 0.045
H 3.7703 -0.2824 -0.7883 1.117
H 3.1593 3.8844 0.0923 0.305
H 2.5489 0.0810 1.4198 0.838
H 1.3602 -1.8929 -0.5801 0.056
H 2.9692 -1.9701 0.0897 0.626
H 2.1359 -3.2198 1.7468 0.579
H 1.5662 -1.7325 2.4352 -0.044
H -0.6931 -2.1223 1.6763 -0.284
H -0.2066 -3.3186 0.5004 0.396
H 1.2725 -2.3535 5.3378 0.283
H 1.7136 -4.0336 4.9969 0.423
H 1.2485 -4.7225 7.2752 0.306
H 2.3879 -3.3758 7.2458 0.371
H -0.5639 -1.5396 6.8411 0.215
H -1.3897 -2.2999 8.2058 0.374
H -2.2571 -3.3943 6.1635 0.519
H -1.1966 -4.5095 7.0019 0.330
H -1.0918 -0.0386 0.7179 0.340
H -0.8106 1.6795 2.1056 0.137
H 0.2392 -0.1341 2.7939 -0.370
H 2.3830 2.3197 2.5927 0.312
C -1.7183 -3.7844 -3.0312 -1.305
C -0.9541 -2.6869 -3.8107 1.312
O -0.4915 -3.0627 -4.9976 -0.960
H -1.0579 -4.6367 -2.8460 0.329
H -2.0908 -3.4141 -2.0632 0.204
H -2.5722 -4.1292 -3.6225 0.324
H -0.1588 -2.3179 -3.0688 -0.394
H -1.6613 -1.8173 -3.8449 -0.446
```

HOMO energy = -4.53 eV
HOMO-LUMO gap = 3.579 eV
lowest unoccupied orbital energy = -0.95 eV



[2]
Entry from the OMol25 dataset: a structure of composition C23H50CrNO6P2Si (ωB97M-V/def2-TZVPD).

```
84
Properties=species:S:1:pos:R:3:mulliken_spin:R:1
Cr -0.0303 -0.0360 0.1195 3.679
P -0.5695 0.5447 -2.1500 -0.083
C 0.9103 -0.0689 -2.9786 -0.044
C 2.1478 0.1053 -2.1337 0.044
N 1.9862 0.0650 -0.7902 -0.133
C 3.0869 0.1072 -0.0014 0.050
C 4.3525 0.3444 -0.5244 0.004
C 4.5159 0.4022 -1.9010 0.006
C 3.4017 0.2451 -2.7201 0.001
C 2.8767 -0.0205 1.4869 -0.027
P 1.3165 -0.8396 1.9490 -0.013
H 3.5022 0.2375 -3.8025 0.000
H 5.2080 0.4924 0.1388 0.000
H 5.4961 0.5674 -2.3366 0.000
H 3.6822 -0.5983 1.9578 -0.007
H 2.8222 0.9809 1.9361 0.004
H 0.6920 -1.1428 -3.1208 0.007
H 0.9893 0.4665 -3.9339 -0.006
H -0.3985 -4.6288 -0.5654 0.000
O 0.1197 -4.1473 -1.2544 0.004
H 0.2352 -4.7843 -2.0008 0.000
H -1.6358 -3.7684 2.0298 0.000
O -0.9114 -4.3463 1.7010 0.000
H -0.9218 -5.1111 2.3272 0.000
C 1.7840 -2.5745 1.8972 -0.008
H 2.6116 -2.7244 2.6024 -0.007
H 0.9343 -3.2367 2.1110 0.007
H 2.1264 -2.7698 0.8744 0.003
C 1.0307 -0.3447 3.6592 0.003
H 0.0919 -0.8026 3.9898 -0.001
H 1.8460 -0.6775 4.3152 -0.009
H 0.9376 0.7496 3.7032 0.005
C -0.4295 2.3264 -2.3419 -0.007
H -0.5315 2.6058 -3.3975 -0.007
H -1.2165 2.7841 -1.7338 0.019
H 0.5599 2.6293 -1.9794 0.002
C -2.0008 0.0185 -3.0943 -0.014
H -2.9109 0.3883 -2.6092 0.010
H -1.9627 0.3891 -4.1266 -0.010
H -1.9918 -1.0792 -3.0949 0.002
C -4.9941 -1.8037 1.4513 -0.001
C -5.2079 -0.5939 0.5517 0.001
C -4.7199 -0.8348 -0.8710 0.006
C -6.7112 -0.3637 0.4878 0.000
O -4.5613 0.5422 1.1501 -0.008
Si -3.0587 1.2439 1.1147 -0.006
O -1.7959 0.2954 0.9877 -0.450
O -3.0903 2.2520 -0.1932 -0.010
C -3.9499 3.4204 -0.3318 0.002
C -3.0747 4.6588 -0.2269 -0.002
C -4.5453 3.3826 -1.7259 0.000
C -5.0632 3.4269 0.7091 -0.001
O -3.1172 2.1801 2.4765 -0.031
C -2.1963 2.7602 3.4309 0.005
C -0.8719 3.1259 2.7769 -0.018
C -2.8042 4.0210 4.0247 -0.002
C -2.0158 1.7757 4.5778 0.001
H -5.5687 -2.6462 1.0431 0.000
H -5.3561 -1.5829 2.4650 0.000
H -3.9401 -2.0931 1.5151 -0.001
H -5.2622 -1.6869 -1.3034 0.000
H -4.9332 0.0435 -1.4943 0.001
H -3.6486 -1.0629 -0.8952 0.005
H -7.1369 -0.2006 1.4846 0.000
H -6.9803 0.4829 -0.1555 0.000
H -7.1898 -1.2613 0.0597 0.000
H -2.3135 4.6566 -1.0190 0.000
H -3.7132 5.5439 -0.3430 0.000
H -2.5668 4.7112 0.7418 0.000
H -5.1568 2.4868 -1.8789 0.000
H -5.1747 4.2757 -1.8398 0.000
H -3.7503 3.3859 -2.4830 0.000
H -5.6700 2.5184 0.6413 0.000
H -4.6669 3.5251 1.7227 -0.001
H -5.7199 4.2841 0.5309 0.000
H -1.0295 3.8155 1.9399 0.000
H -0.2333 3.6462 3.5024 0.002
H -0.3415 2.2351 2.4278 0.036
H -3.7575 3.8042 4.5185 0.000
H -2.1284 4.4452 4.7841 0.000
H -2.9591 4.7971 3.2676 0.000
H -2.9758 1.5876 5.0750 0.000
H -1.6171 0.8150 4.2415 -0.001
H -1.3268 2.2158 5.3098 0.001
```

2S+1 = 4
total charge = +2
HOMO energy (alpha / beta) = -14.10 / -14.12 eV
ΔE to the lowest compared entry with this formula, charge and spin = 0.00 kcal/mol
HOMO-LUMO gap (alpha / beta) = 4.756 / 7.572 eV
lowest unoccupied orbital energy (alpha / beta) = -9.34 / -6.55 eV



[3]
Entry from the OMol25 dataset: a cluster of 8 separate species, C23H50N2O22S3 in total (ωB97M-V/def2-TZVPD).

```
100
Properties=species:S:1:pos:R:3:mulliken_charge:R:1
C -0.8342 -1.3247 1.9549 -0.832
N -0.0692 -0.2647 1.3129 1.303
C -0.1292 0.9693 2.0109 -1.078
C 1.3058 -0.7937 1.4029 -0.635
C -0.4242 -0.0117 -0.2231 -1.824
C -0.5442 -1.2037 -1.0931 -0.069
O -0.8922 -0.8517 -2.3901 -0.260
H -0.6212 -2.4197 1.6929 0.407
H -1.9422 -1.3377 2.0299 0.008
H -0.4212 -1.6537 3.0899 0.319
H 0.3078 0.7263 3.0379 0.392
H -1.1272 1.3493 2.0649 0.161
H 0.4408 1.6503 1.5379 0.445
H 2.1698 0.0703 1.2289 -0.398
H 1.4638 -1.8857 1.0179 0.181
H 1.5118 -1.1847 2.3949 0.672
H 0.0988 0.6133 -0.5061 2.460
H -1.5172 0.4063 -0.2401 -0.439
H -1.1192 -2.1797 -0.7121 0.151
H 0.5148 -1.5807 -1.3181 -0.295
H -1.1962 -1.6277 -2.8671 0.308
N -2.8462 3.1443 -0.0811 0.761
O -1.6572 3.2613 -0.4021 -0.532
O -3.1392 2.1383 0.6539 -0.503
O -3.7692 3.6033 -0.8581 -0.635
O -6.5152 -1.3037 0.6389 -0.751
S -5.2212 -1.7407 0.1489 1.332
O -4.1612 -1.9437 1.1249 -0.564
O -5.5592 -3.1637 -0.5581 -0.314
C -6.1752 -4.1427 0.1819 -0.289
C -6.6062 -5.3287 -0.7221 -1.310
C -4.7342 -0.5427 -1.0031 -0.674
H -6.8772 -3.4837 0.5889 0.539
H -5.4992 -4.7867 0.9739 0.127
H -7.1352 -5.9867 -0.0131 0.358
H -6.1852 -6.0527 -1.1031 0.596
H -7.4242 -4.8487 -1.5371 0.186
H -3.6972 -0.7637 -1.4911 0.040
H -4.5182 0.4833 -0.5721 0.189
H -5.4452 -0.2727 -1.7461 0.470
O 4.0308 3.0863 -2.8221 -0.584
S 4.3488 2.7923 -1.4751 1.117
O 3.3328 2.3803 -0.5111 -0.358
O 5.3968 1.4213 -1.6551 -0.429
C 5.6558 0.8303 -0.3271 0.607
C 6.4328 -0.3627 -0.7311 -1.745
C 5.3368 4.1553 -0.7481 -1.601
H 4.7558 0.5343 0.0369 -0.250
H 6.1918 1.5203 0.2079 0.639
H 7.2758 0.0433 -1.2441 0.421
H 6.0578 -1.1867 -1.3181 0.270
H 6.9328 -0.7357 0.0939 0.504
H 5.8968 4.5553 -1.4751 0.458
H 5.8018 3.8863 0.0259 0.541
H 4.8058 4.9513 -0.3521 0.487
O 3.2408 -1.4137 -0.8961 -0.540
S 3.3148 -1.6197 -2.3141 1.351
O 4.5388 -2.0487 -3.1131 -0.731
O 2.3278 -2.9107 -2.6361 -0.348
C 2.5858 -3.9807 -1.8851 -0.276
C 1.6218 -5.0897 -2.1741 -1.671
C 2.5778 -0.3017 -3.2381 -0.703
H 2.4858 -3.7847 -0.9911 0.428
H 3.4508 -4.5297 -2.4611 0.293
H 1.8928 -6.0147 -1.6581 0.387
H 1.9158 -5.3317 -3.0841 0.571
H 0.6128 -4.8057 -2.3711 0.355
H 2.3498 0.3893 -2.4611 -0.081
H 1.6118 -0.4657 -3.7091 0.523
H 3.2388 0.3013 -3.9901 0.422
C -1.5682 2.2713 -3.6381 -0.273
C -0.1442 2.2003 -3.0161 1.123
O 0.6558 3.1993 -3.6551 -0.338
C -0.0452 3.6613 -4.7511 0.446
O 0.3628 4.4033 -5.5661 -0.518
O -1.2902 3.0733 -4.7861 -0.403
H -2.3672 2.5123 -3.0261 0.325
H -1.7502 1.3093 -3.9181 0.267
H 0.3288 1.2623 -3.3661 -0.446
H -0.1842 2.2743 -1.9161 -0.301
C 2.6128 3.3543 3.9009 -0.232
C 4.0178 3.9053 3.4219 -0.334
O 4.7628 2.8943 2.9359 -0.309
C 3.9758 1.7643 2.9729 0.701
O 4.3578 0.7413 2.5439 -0.499
O 2.7608 2.0403 3.5399 -0.248
H 1.7168 3.9163 3.2699 0.200
H 2.3658 3.4823 4.9689 0.310
H 4.6808 4.3323 4.2989 0.224
H 3.9428 4.6303 2.6419 0.239
C -4.8332 0.9393 3.7799 -0.358
C -5.7762 0.2373 4.7529 -0.400
O -5.1352 -0.9867 5.0139 -0.347
C -4.0182 -1.0267 4.2629 0.674
O -3.1502 -1.9547 4.4259 -0.685
O -3.6832 -0.0087 3.6169 -0.061
H -4.4272 1.9423 4.1719 0.304
H -5.4162 1.0513 2.9399 0.275
H -6.6522 -0.2967 4.2799 0.301
H -5.9252 0.8733 5.5289 0.301
```

HOMO energy = -8.24 eV
ΔE to the lowest compared entry with this formula, charge and spin = 122.96 kcal/mol
HOMO-LUMO gap = 8.129 eV
lowest unoccupied orbital energy = -0.11 eV



Number 1: strongest force on any atom 1.20 eV/Å. Number 2: strongest force on any atom 5.48 eV/Å. Number 3: strongest force on any atom 17.54 eV/Å.